[1]
One molecule with the formula C3H4N2O2. Source: the OMol25 dataset; level of theory: ωB97M-V/def2-TZVPD.

Results
Net charge: 0
Energy in Eh: -376.56472
HOMO in eV: -9.769
Gap between HOMO and LUMO in eV: 9.32

Cartesian coordinates (Å):
C: -0.116 0.821 -0.061
C: -0.702 -0.319 1.058
O: -1.594 -1.128 0.432
N: 0.829 -0.584 0.204
N: 1.738 0.424 -1.859
C: 1.082 0.143 -0.833
O: -0.706 -0.083 2.235
H: -2.148 -1.511 1.130
H: 2.404 -0.312 -2.089
H: -0.952 0.869 -0.750
H: 0.164 1.681 0.533

Atoms 1-2, force components in eV/Å:
-0.15 -0.29 0.65
-0.71 0.79 0.08

[2]
A 2-piece molecular cluster, C3H4N2O2 overall. Source: the OMol25 dataset; level of theory: ωB97M-V/def2-TZVPD.

Results
Net charge: 0
Energy in Eh: -376.50908
SMILES string: [H]/N=C/C#C.O=NO
HOMO in eV: -9.726
Gap between HOMO and LUMO in eV: 9.60

Cartesian coordinates (Å):
H: 0.405 2.455 0.393
N: 0.455 1.441 0.133
C: 1.192 0.556 0.666
C: 1.220 -0.735 0.142
C: 1.011 -1.843 -0.246
H: 1.901 0.631 1.444
H: 1.075 -2.849 -0.645
O: -2.690 -0.999 0.038
N: -1.923 -0.115 0.161
O: -1.749 0.434 -1.061
H: -0.896 1.024 -1.024

Atoms 1-2, force components in eV/Å:
0.75 -1.60 0.59
-0.26 1.16 -0.56

[3]
One molecule with the formula C3H4N2O2. Source: the OMol25 dataset; level of theory: ωB97M-V/def2-TZVPD.

Results
Net charge: 0
Energy in Eh: -376.59193
HOMO (spin up / spin down) in eV: -9.073 / -9.074
Gap between HOMO and LUMO (spin up / spin down) in eV: 7.95 / 7.95

Cartesian coordinates (Å):
C: -1.545 -0.361 -0.100
N: -0.170 0.100 -0.332
N: 0.651 -0.869 -0.503
C: 1.953 -0.454 -0.354
O: 2.248 0.647 0.109
C: 0.309 1.256 0.945
O: 0.115 2.389 0.982
H: -1.946 -0.640 -1.077
H: -1.575 -1.232 0.560
H: -2.132 0.464 0.307
H: 2.699 -1.237 -0.531

Atoms 1-2, force components in eV/Å:
-0.13 0.00 0.04
0.08 -0.29 -0.13

[4]
One molecule with the formula C3H4N2O2. Source: the OMol25 dataset; level of theory: ωB97M-V/def2-TZVPD.

Results
Net charge: 0
Energy in Eh: -376.57306
SMILES string: OC1=NOCC=N1
HOMO (spin up / spin down) in eV: -9.151 / -9.151
Gap between HOMO and LUMO (spin up / spin down) in eV: 9.21 / 9.21

Cartesian coordinates (Å):
O: -1.004 2.187 -0.867
C: -0.772 1.065 -0.209
N: -1.414 0.686 0.824
O: -0.801 -0.563 1.173
C: 0.179 -1.444 0.407
C: 1.077 -0.425 -0.214
N: 0.521 0.670 -0.538
H: -0.119 2.578 -1.203
H: -0.459 -2.050 -0.411
H: 0.665 -2.072 1.203
H: 2.127 -0.633 -0.164

Atoms 1-2, force components in eV/Å:
-0.06 2.23 -1.09
2.01 0.92 -0.39

[5]
One molecule with the formula C3H4N2O2. Source: the OMol25 dataset; level of theory: ωB97M-V/def2-TZVPD.

Results
Net charge: 0
Energy in Eh: -376.70238
SMILES string: N[C@H](C=O)N=C=O
HOMO in eV: -10.209
Gap between HOMO and LUMO in eV: 10.68

Cartesian coordinates (Å):
N: -0.166 -0.131 -1.690
C: 0.165 0.316 -0.364
C: 1.117 -0.687 0.292
O: 1.056 -0.982 1.458
N: -0.964 0.592 0.493
C: -1.070 0.506 1.704
O: -1.341 0.511 2.842
H: -0.592 0.622 -2.219
H: -0.841 -0.889 -1.648
H: 0.750 1.241 -0.480
H: 1.886 -1.098 -0.388

Atoms 1-2, force components in eV/Å:
-0.24 0.02 0.03
0.20 0.04 0.07

[6]
One molecule with the formula C3H4N2O2. Source: the OMol25 dataset; level of theory: ωB97M-V/def2-TZVPD.

Results
Net charge: 0
Energy in Eh: -376.68908
SMILES string: Cn1ncoc1=O
HOMO in eV: -9.619
Gap between HOMO and LUMO in eV: 10.49

Cartesian coordinates (Å):
C: 0.282 -0.259 -1.517
N: 0.457 -0.003 -0.101
N: 0.124 1.289 0.258
C: -0.446 1.145 1.385
O: -0.411 -0.105 1.901
C: 0.143 -0.897 0.898
O: 0.297 -2.084 0.967
H: -0.528 0.378 -1.896
H: 1.206 -0.015 -2.036
H: 0.011 -1.306 -1.654
H: -1.135 1.858 1.795

Atoms 1-2, force components in eV/Å:
0.20 -0.15 -0.22
0.32 -0.16 0.00

[7]
One molecule with the formula C3H4N2O2. Source: the OMol25 dataset; level of theory: ωB97M-V/def2-TZVPD.

Results
Net charge: 0
Energy in Eh: -376.58275
SMILES string: COc1ncon1
HOMO in eV: -10.632
Gap between HOMO and LUMO in eV: 11.23

Cartesian coordinates (Å):
C: 0.891 1.536 0.566
O: 0.728 1.030 -0.728
C: 0.026 -0.133 -0.741
N: -0.304 -0.723 0.591
C: -1.218 -1.665 0.127
O: -1.158 -1.826 -1.124
N: -0.432 -0.706 -1.750
H: 1.522 0.854 1.004
H: 1.590 2.519 0.626
H: -0.103 1.766 0.984
H: -1.541 -2.650 0.443

Atoms 1-2, force components in eV/Å:
0.86 3.95 0.11
-0.82 -1.18 -2.15

[8]
C3H4N2O2 as an isolated structure. Source: the OMol25 dataset; level of theory: ωB97M-V/def2-TZVPD.

Results
Net charge: 0
Energy in Eh: -376.43678
HOMO in eV: -9.381
Gap between HOMO and LUMO in eV: 10.40

Cartesian coordinates (Å):
C: 0.051 -1.212 -0.028
C: -1.007 0.955 -0.380
C: 0.895 1.080 0.288
N: -1.103 -0.419 -0.463
N: 1.058 -0.282 0.575
O: -1.715 0.435 0.624
O: 1.794 0.342 -0.429
H: -0.297 -2.027 0.725
H: 0.528 -1.538 -1.033
H: -1.271 1.730 -1.023
H: 1.240 1.831 1.100

Atoms 1-2, force components in eV/Å:
0.28 1.10 -0.17
5.78 -0.04 1.88

[9]
A 2-piece molecular cluster, C3H4N2O2 overall. Source: the OMol25 dataset; level of theory: ωB97M-V/def2-TZVPD.

Results
Net charge: 0
Energy in Eh: -376.43924
HOMO in eV: -9.264
Gap between HOMO and LUMO in eV: 8.53

Cartesian coordinates (Å):
C: 1.228 -1.034 0.084
C: -1.391 -0.033 -0.338
C: 0.763 0.187 0.010
N: -1.862 -1.120 -0.403
N: 0.935 1.506 0.244
O: 0.469 2.355 -0.471
O: 1.446 1.713 1.336
H: 2.357 -1.288 0.055
H: 0.698 -1.919 0.162
H: -1.793 0.968 -0.310
H: -2.849 -1.336 -0.370

Atoms 1-2, force components in eV/Å:
4.64 1.58 -0.25
3.32 2.51 0.96

[10]
A 2-piece molecular cluster, C3H4N2O2 overall. Source: the OMol25 dataset; level of theory: ωB97M-V/def2-TZVPD.

Results
Net charge: 0
Energy in Eh: -376.60016
SMILES string: O=C=NO.CC#N
HOMO in eV: -9.757
Gap between HOMO and LUMO in eV: 10.23

Cartesian coordinates (Å):
O: -1.558 1.709 -0.286
C: -0.855 1.336 -1.136
N: -0.168 1.220 -2.145
O: 0.496 0.238 -2.839
H: 1.183 -0.331 -2.398
C: -0.174 -0.716 1.875
C: 0.718 -0.548 0.672
N: 1.480 -0.559 -0.227
H: 0.490 -1.207 2.667
H: -0.580 0.236 2.292
H: -1.031 -1.379 1.525

Atoms 1-2, force components in eV/Å:
-0.21 0.03 0.63
1.19 -0.68 -1.97

[11]
C3H4N2O2 as an isolated structure. Source: the OMol25 dataset; level of theory: ωB97M-V/def2-TZVPD.

Results
Net charge: 0
Energy in Eh: -376.63803
HOMO in eV: -9.329
Gap between HOMO and LUMO in eV: 10.10

Cartesian coordinates (Å):
C: 0.785 1.351 0.612
N: 0.160 0.136 0.109
N: -0.762 0.228 -0.972
C: -1.461 -0.863 -0.923
O: -1.211 -1.750 -0.012
C: 0.490 -1.120 0.298
O: 1.354 -1.904 0.415
H: 1.241 1.879 -0.224
H: 0.022 1.990 1.075
H: 1.537 1.109 1.368
H: -2.153 -1.057 -1.746

Atoms 1-2, force components in eV/Å:
0.13 -0.05 -0.13
0.08 -0.23 -0.25

[12]
One molecule with the formula C3H4N2O2S. Source: the OMol25 dataset; level of theory: ωB97M-V/def2-TZVPD.

Results
Net charge: 0
Energy in Eh: -774.80812
SMILES string: O[C@H]1C=NO/C1=N\S
HOMO in eV: -9.022
Gap between HOMO and LUMO in eV: 9.42

Cartesian coordinates (Å):
O: 1.534 -1.296 0.349
C: 0.167 -0.983 0.359
C: -0.288 -0.439 1.683
N: -0.827 0.710 1.609
O: -0.800 1.150 0.274
C: -0.159 0.225 -0.494
N: 0.147 0.356 -1.708
S: -0.190 1.772 -2.582
H: 1.815 -1.238 -0.578
H: -0.448 -1.852 0.084
H: -0.197 -0.929 2.651
H: -0.753 2.524 -1.646

Atoms 1-2, force components in eV/Å:
0.13 -0.08 -0.22
-0.15 0.16 0.13